A:
Formula: C18H18N2O3S
Source: the Open Molecules 2025 dataset
Level of theory: ωB97M-V/def2-TZVPD

Structure (XYZ):
```
42
Properties=species:S:1:pos:R:3
C -4.77 -1.47 0.61
C -3.24 -1.45 1.04
O -2.38 -1.71 -0.05
C -1.14 -1.83 0.15
C -0.38 -2.30 -1.07
C 0.92 -2.21 -0.78
C 1.51 -1.92 0.53
O 2.85 -1.65 0.47
C 3.83 -1.67 -0.63
C 3.60 -0.03 -1.12
S 3.35 0.98 0.19
C 1.53 1.26 0.10
N 1.06 1.08 -1.12
C -0.43 1.17 -0.99
C -1.13 0.75 -2.36
C -2.57 1.00 -2.19
C -3.17 1.55 -1.21
C -2.58 1.85 0.06
C -1.13 1.82 -0.26
C -0.34 2.04 1.19
O -0.91 2.25 2.23
N 0.99 2.01 1.08
C 0.79 -1.47 1.35
C -0.62 -1.46 1.29
H -5.62 -1.07 1.42
H -4.98 -2.55 0.34
H -5.06 -0.71 -0.06
H -3.27 -2.13 2.14
H -3.16 -0.39 1.42
H -0.87 -2.36 -2.02
H 1.60 -2.17 -1.67
H 4.79 -1.66 -0.09
H 3.71 -2.33 -1.28
H 4.43 0.16 -1.88
H 2.59 -0.12 -1.63
H -0.48 0.40 -3.07
H -3.00 0.59 -3.37
H -4.23 1.66 -1.40
H -3.01 2.17 0.80
H 1.43 2.04 2.04
H 1.24 -1.05 2.42
H -1.10 -1.28 2.25
```

As for the structure (SMILES): CCOc1ccc(OCCSc2nc3ccccc3c(=O)[nH]2)cc1. Its orbital gap is 0.293 Eh. The HOMO energy comes out at -7.91 eV.

---

B:
Formula: C18H18N2O3S
Source: the Open Molecules 2025 dataset
Level of theory: ωB97M-V/def2-TZVPD

Structure (XYZ):
```
42
Properties=species:S:1:pos:R:3
C -3.64 -0.85 0.74
C -3.58 0.51 1.42
O -2.62 1.37 0.83
C -1.31 1.15 1.03
C -0.76 0.25 1.92
C 0.63 0.08 1.99
C 1.47 0.82 1.21
S 3.18 0.29 1.09
O 4.11 1.37 1.11
O 3.38 -0.80 1.99
N 3.21 -0.30 -0.50
C 2.04 -0.88 -0.99
C 1.46 -0.46 -2.18
C 0.26 -1.02 -2.59
C -0.36 -1.99 -1.82
C 0.22 -2.43 -0.64
C -0.42 -3.50 0.19
C 1.43 -1.87 -0.24
C 0.97 1.79 0.33
C 1.79 2.63 -0.46
C 1.19 3.51 -1.32
C -0.21 3.56 -1.38
N -0.99 2.83 -0.63
C -0.44 1.96 0.22
H -3.87 -0.72 -0.31
H -2.69 -1.37 0.82
H -4.42 -1.45 1.20
H -4.52 1.04 1.29
H -3.39 0.41 2.50
H -1.38 -0.35 2.56
H 1.05 -0.65 2.66
H 3.64 0.38 -1.13
H 1.94 0.30 -2.77
H -0.19 -0.69 -3.51
H -1.30 -2.41 -2.14
H 0.09 -4.45 0.04
H -0.35 -3.25 1.25
H -1.47 -3.62 -0.08
H 1.91 -2.20 0.67
H 2.86 2.57 -0.35
H 1.78 4.17 -1.94
H -0.71 4.25 -2.05
```

As for the structure (SMILES): CCOc1ccc(S(=O)(=O)Nc2cccc(C)c2)c2cccnc12. Its orbital gap is 0.311 Eh. The HOMO energy comes out at -8.61 eV.

---

B is favored, and the nearest alternative lies 285.5 kcal/mol above it.

---

A:
Formula: C4H11O
Source: the Open Molecules 2025 dataset
Level of theory: ωB97M-V/def2-TZVPD

Structure (XYZ):
```
16
Properties=species:S:1:pos:R:3
C -1.00 1.09 -1.72
C -1.30 2.01 -0.53
H -0.60 1.67 -2.55
H -1.91 0.56 -2.02
H -0.24 0.36 -1.40
H -2.06 2.75 -0.81
H -1.61 1.43 0.34
H -0.41 2.57 -0.25
C 0.62 -1.09 1.45
O 0.40 -0.02 0.62
C 1.66 -2.03 0.82
H -0.31 -1.67 1.66
H 1.02 -0.77 2.44
H 1.97 -2.87 1.49
H 2.54 -1.46 0.53
H 1.24 -2.53 -0.05
```

Its orbital gap is 0.248 Eh. Its net charge is -1. The HOMO energy comes out at -2.24 eV.

---

B:
Formula: C4H11O
Source: the Open Molecules 2025 dataset
Level of theory: ωB97M-V/def2-TZVPD

Structure (XYZ):
```
16
Properties=species:S:1:pos:R:3
C -2.83 1.77 0.34
O -1.59 1.19 0.55
H -2.84 2.86 0.60
H -3.65 1.20 0.79
H -2.99 1.80 -0.77
C 1.48 0.40 -0.49
C 1.37 -0.73 0.49
C 0.98 -2.10 -0.18
H 0.65 1.13 -0.41
H 2.48 0.91 -0.48
H 1.49 0.10 -1.55
H 2.40 -0.94 0.90
H 0.64 -0.57 1.29
H 1.05 -2.92 0.53
H 1.45 -2.08 -1.17
H -0.09 -2.02 -0.44
```

Its orbital gap is 0.220 Eh. Its net charge is -1. The HOMO energy comes out at -1.83 eV.

---

A is favored, and the nearest alternative lies 17.8 kcal/mol above it.

---

A:
Formula: C4H15N3O
Source: the Open Molecules 2025 dataset
Level of theory: ωB97M-V/def2-TZVPD

Structure (XYZ):
```
23
Properties=species:S:1:pos:R:3
C 0.14 0.12 -0.09
N 0.92 -1.04 0.40
C -0.20 -0.08 -1.55
C 1.07 -0.13 -2.43
N -1.06 1.00 -1.99
C -0.73 -0.41 2.95
N -0.78 -1.89 2.88
H 0.79 1.02 -0.17
H -0.74 0.52 0.44
H 0.18 -1.59 0.81
H 1.48 -0.69 1.18
H -0.66 -1.06 -1.69
H 1.77 -0.87 -2.08
H 1.54 0.86 -2.33
H 0.72 -0.25 -3.47
H -2.06 1.02 -1.89
H -1.79 -0.25 2.77
H 0.09 -0.26 3.70
H -0.15 -2.14 3.63
H -1.73 -2.17 3.12
H -0.57 1.89 -1.73
H 0.87 3.68 -1.21
O 0.92 2.72 -1.24
```

Its orbital gap is 0.107 Eh. The HOMO energy comes out at -6.80 eV.

---

B:
Formula: C4H15N3O
Source: the Open Molecules 2025 dataset
Level of theory: ωB97M-V/def2-TZVPD

Structure (XYZ):
```
23
Properties=species:S:1:pos:R:3
C -1.92 0.83 -0.32
C -0.67 -1.71 -0.20
N -1.52 1.52 -1.38
N -1.40 0.98 0.88
N -0.78 -1.66 1.28
H -2.79 0.19 -0.42
H -0.51 1.48 0.89
H -1.91 1.29 -2.28
H -0.58 1.92 -1.33
H -1.39 0.08 1.42
H -1.22 -2.48 1.69
H 0.15 -1.61 1.68
H -0.05 -2.54 -0.55
H -1.67 -1.87 -0.62
C 1.32 0.36 -0.57
C 2.35 -0.05 0.46
O 1.02 1.81 -0.40
H 1.83 2.33 -0.40
H 1.74 0.23 -1.58
H 0.15 -0.58 -0.50
H 3.30 0.50 0.40
H 1.97 0.08 1.48
H 2.59 -1.11 0.34
```

Its orbital gap is 0.240 Eh. The HOMO energy comes out at -5.64 eV.

---

B is favored, and the nearest alternative lies 102.8 kcal/mol above it.

---

A:
Formula: C2H3O3S
Source: the Open Molecules 2025 dataset
Level of theory: ωB97M-V/def2-TZVPD

Structure (XYZ):
```
9
Properties=species:S:1:pos:R:3
C -0.58 1.18 0.70
C -1.10 1.41 1.79
O 0.52 -1.53 -0.31
O -0.29 0.86 -0.44
O -1.21 -1.28 -1.95
S -0.84 -0.99 -0.59
H 2.11 -0.75 -1.07
H -1.45 1.55 2.78
H 2.86 -0.46 -0.92
```

Its orbital gap is 0.312 Eh. Its net charge is -1. The HOMO energy comes out at -4.52 eV.

---

B:
Formula: C2H3O3S
Source: the Open Molecules 2025 dataset
Level of theory: ωB97M-V/def2-TZVPD

Structure (XYZ):
```
9
Properties=species:S:1:pos:R:3
C -1.28 0.75 -0.21
C -2.35 1.13 0.26
O 2.34 1.74 -0.62
O -0.18 0.67 -0.77
O 1.82 -0.16 0.79
S 1.39 1.15 0.34
H 0.63 -2.75 -0.38
H -3.22 0.95 0.89
H 0.85 -3.49 -0.29
```

Its orbital gap is 0.311 Eh. Its net charge is -1. The HOMO energy comes out at -4.49 eV.

---

B is favored, and the nearest alternative lies 8.0 kcal/mol above it.

---

A:
Formula: C5H8N4
Source: the Open Molecules 2025 dataset
Level of theory: ωB97M-V/def2-TZVPD

Structure (XYZ):
```
17
Properties=species:S:1:pos:R:3
H -3.48 0.75 -0.41
N -2.48 1.07 -0.53
C -1.76 0.09 -0.06
N -2.40 -0.97 0.51
C -0.25 0.09 -0.08
C 0.43 1.23 0.14
C 1.95 1.10 0.31
N 2.55 -0.21 -0.08
N 1.74 -1.24 -0.32
C 0.46 -1.15 -0.21
H -1.95 -1.58 1.15
H -3.44 -0.82 0.57
H 0.03 2.22 0.11
H 2.48 1.90 -0.26
H 2.13 1.35 1.41
H 3.43 -0.55 0.28
H -0.09 -2.08 -0.53
```

As for the structure (SMILES): [H]/N=C(\N)C1=CCNN=C1. Its orbital gap is 0.308 Eh. The HOMO energy comes out at -7.92 eV.

---

B:
Formula: C5H8N4
Source: the Open Molecules 2025 dataset
Level of theory: ωB97M-V/def2-TZVPD

Structure (XYZ):
```
17
Properties=species:S:1:pos:R:3
C 1.54 -0.74 -1.14
C 0.62 -0.99 0.08
N 1.19 -0.27 1.25
N 0.53 1.00 1.40
C -0.64 0.95 0.68
C -1.83 1.53 0.32
N -2.49 0.81 -0.56
N -1.79 -0.33 -0.77
C -0.65 -0.28 -0.14
H 1.69 0.24 -1.29
H 1.31 -1.35 -2.05
H 2.45 -0.95 -0.79
H 0.49 -2.09 0.25
H 0.97 -0.79 2.02
H 1.27 1.80 1.13
H -2.14 2.49 0.77
H -2.52 -1.02 -1.17
```

As for the structure (SMILES): C[C@H]1NNc2cn[nH]c21. Its orbital gap is 0.317 Eh. The HOMO energy comes out at -7.70 eV.

---

A is favored, and the nearest alternative lies 31.6 kcal/mol above it.

---

A:
Formula: C35H37AsFeN5OS2Se
Source: the Open Molecules 2025 dataset
Level of theory: ωB97M-V/def2-TZVPD

Structure (XYZ):
```
83
Properties=species:S:1:pos:R:3
Fe -0.81 0.12 -0.28
S -0.46 2.65 -0.47
C -2.12 2.97 -0.76
S -3.12 1.59 -0.76
C -2.61 4.25 -1.02
C -3.99 4.48 -1.28
N -5.10 4.71 -1.51
C -1.77 5.40 -1.01
N -1.12 6.36 -1.03
C -2.63 -3.94 -1.28
As -3.10 -2.09 -1.05
C -3.66 -1.85 0.77
C -4.61 -1.72 -2.18
O -1.88 -1.09 -1.53
H -3.54 -4.54 -1.26
H -1.95 -4.25 -0.48
H -2.12 -4.05 -2.23
H -4.56 -2.44 0.93
H -3.84 -0.79 0.94
H -2.86 -2.19 1.42
H -5.43 -2.40 -1.97
H -4.29 -1.81 -3.21
H -4.91 -0.69 -1.99
Se 0.26 -4.94 1.17
C -0.09 -3.22 0.73
N -0.33 -2.12 0.47
N -4.23 0.62 9.20
C -3.82 0.58 8.13
C -3.30 0.52 6.79
C -3.87 1.31 5.79
C -3.38 1.25 4.50
C -2.31 0.40 4.18
C -1.75 -0.39 5.20
C -2.24 -0.33 6.49
C -1.82 0.33 2.85
C -1.42 0.25 1.70
H -4.69 1.97 6.03
H -3.81 1.86 3.72
H -0.93 -1.04 4.95
H -1.80 -0.94 7.27
C -1.28 0.90 -5.23
C -0.02 0.46 -4.54
C 1.11 0.08 -5.26
C 2.26 -0.28 -4.58
C 3.50 -0.69 -5.34
C 2.29 -0.27 -3.19
C 1.17 0.10 -2.42
C 0.02 0.47 -3.16
N 1.08 0.10 -1.05
C 2.28 0.08 -0.20
C 3.23 1.25 -0.56
C 4.44 1.28 0.38
C 5.19 -0.06 0.29
C 4.26 -1.20 0.71
C 3.79 -0.97 2.15
C 3.04 0.36 2.21
C 3.98 1.50 1.82
C 1.84 0.32 1.26
C 3.05 -1.26 -0.22
H -1.19 0.82 -6.32
H -1.52 1.94 -4.98
H -2.13 0.29 -4.91
H 1.09 0.07 -6.35
H 3.34 -0.65 -6.41
H 3.80 -1.71 -5.08
H 4.34 -0.04 -5.10
H 3.22 -0.57 -2.72
H -0.86 0.82 -2.64
H 2.66 2.18 -0.47
H 3.57 1.19 -1.59
H 5.11 2.09 0.08
H 6.08 -0.03 0.93
H 5.53 -0.22 -0.74
H 4.80 -2.15 0.65
H 4.65 -0.95 2.83
H 3.14 -1.79 2.46
H 2.66 0.53 3.23
H 4.84 1.54 2.50
H 3.45 2.46 1.89
H 1.28 1.26 1.32
H 1.17 -0.49 1.56
H 2.36 -2.05 0.10
H 3.38 -1.52 -1.23
```

Its orbital gap (spin up / spin down) is 0.230 / 0.219 Eh. Its spin multiplicity is 6. Its net charge is -2. The HOMO energy (spin up / spin down) comes out at -2.28 / -2.10 eV.

---

B:
Formula: C35H37AsFeN5OS2Se
Source: the Open Molecules 2025 dataset
Level of theory: ωB97M-V/def2-TZVPD

Structure (XYZ):
```
83
Properties=species:S:1:pos:R:3
Fe 0.19 0.43 0.42
S 1.68 -1.47 -1.05
C 0.32 -2.46 -0.68
S -1.03 -1.70 0.09
C 0.27 -3.82 -1.02
C 1.35 -4.46 -1.72
N 2.17 -5.02 -2.30
C -0.87 -4.64 -0.73
N -1.77 -5.34 -0.51
C -0.86 2.05 -4.08
As 0.06 0.68 -3.09
C 1.61 0.27 -4.14
C -1.09 -0.84 -3.21
O 0.47 1.30 -1.61
H -0.99 1.75 -5.12
H -0.29 2.97 -4.01
H -1.83 2.20 -3.61
H 1.31 -0.03 -5.15
H 2.13 -0.55 -3.65
H 2.25 1.15 -4.18
H -1.53 -0.84 -4.21
H -1.87 -0.75 -2.45
H -0.52 -1.74 -3.02
Se 0.19 3.84 1.74
C -0.41 2.54 0.68
N -1.50 2.20 0.10
N -7.72 4.67 -6.37
C -6.99 4.36 -5.55
C -6.05 3.97 -4.52
C -6.30 2.85 -3.73
C -5.41 2.46 -2.75
C -4.22 3.18 -2.51
C -3.99 4.32 -3.33
C -4.88 4.69 -4.30
C -3.29 2.79 -1.53
C -2.43 2.59 -0.68
H -7.21 2.28 -3.89
H -5.61 1.59 -2.14
H -3.08 4.88 -3.16
H -4.69 5.56 -4.92
C -4.30 0.16 2.93
C -2.94 -0.04 3.57
C -2.83 -0.39 4.91
C -1.56 -0.58 5.45
C -1.40 -0.96 6.91
C -0.42 -0.41 4.67
C -0.48 -0.03 3.30
C -1.80 0.14 2.80
N 0.57 0.16 2.44
C 1.98 0.11 2.89
C 2.35 1.16 3.98
C 3.84 1.08 4.34
C 4.68 1.42 3.10
C 4.36 0.41 2.00
C 4.72 -1.00 2.47
C 3.89 -1.35 3.71
C 4.18 -0.33 4.82
C 2.39 -1.30 3.35
C 2.86 0.46 1.68
H -5.10 -0.05 3.64
H -4.42 -0.51 2.07
H -4.42 1.18 2.56
H -3.72 -0.53 5.52
H -2.36 -1.25 7.34
H -1.01 -0.12 7.49
H -0.71 -1.79 7.02
H 0.52 -0.60 5.15
H -1.94 0.42 1.77
H 1.77 1.02 4.88
H 2.09 2.15 3.59
H 4.06 1.80 5.13
H 5.75 1.39 3.35
H 4.44 2.43 2.76
H 4.93 0.65 1.10
H 5.79 -1.06 2.70
H 4.51 -1.72 1.67
H 4.14 -2.36 4.05
H 5.24 -0.39 5.10
H 3.59 -0.58 5.71
H 1.79 -1.62 4.21
H 2.17 -2.00 2.53
H 2.65 -0.26 0.89
H 2.58 1.46 1.32
```

Its orbital gap (spin up / spin down) is 0.203 / 0.201 Eh. Its spin multiplicity is 6. Its net charge is -2. The HOMO energy (spin up / spin down) comes out at -1.64 / -1.99 eV.

---

A is favored, and the nearest alternative lies 36.3 kcal/mol above it.

---

A:
Formula: C2H6BrOP
Source: the Open Molecules 2025 dataset
Level of theory: ωB97M-V/def2-TZVPD

Structure (XYZ):
```
11
Properties=species:S:1:pos:R:3
P 0.19 -2.08 -0.10
O 0.83 -0.55 0.03
C 0.24 0.54 -0.62
C -0.98 1.07 0.12
Br -2.46 -0.18 -0.02
H 1.42 -2.66 0.24
H -0.29 -2.19 1.22
H 1.01 1.32 -0.64
H -0.03 0.29 -1.65
H -1.31 2.01 -0.31
H -0.77 1.19 1.18
```

As for the structure (SMILES): POCCBr. Its orbital gap is 0.370 Eh. The HOMO energy comes out at -9.24 eV.

---

B:
Formula: C2H6BrOP
Source: the Open Molecules 2025 dataset
Level of theory: ωB97M-V/def2-TZVPD

Structure (XYZ):
```
11
Properties=species:S:1:pos:R:3
C 1.21 0.27 0.94
C -1.08 0.31 -1.13
O 1.58 -0.69 0.24
P 1.33 -2.28 0.05
Br -2.02 -0.71 0.29
H 1.09 0.11 2.00
H 1.25 1.23 0.52
H -0.45 -0.36 -1.68
H -1.84 0.96 -1.49
H 0.77 -2.65 1.20
H -0.45 1.06 -0.53
```

Its orbital gap (spin up / spin down) is 0.301 / 0.262 Eh. The HOMO energy (spin up / spin down) comes out at -7.78 / -7.61 eV.

---

A is favored, and the nearest alternative lies 74.5 kcal/mol above it.

---

A:
Formula: C20H23N3O3
Source: the Open Molecules 2025 dataset
Level of theory: ωB97M-V/def2-TZVPD

Structure (XYZ):
```
49
Properties=species:S:1:pos:R:3
C -3.04 1.93 3.27
C -3.12 0.53 2.67
C -3.26 0.58 1.19
N -3.40 1.67 0.51
C -3.52 1.29 -0.81
C -3.69 2.05 -1.96
C -3.77 1.38 -3.16
C -3.68 -0.01 -3.23
C -3.51 -0.79 -2.10
C -3.43 -0.12 -0.89
N -3.27 -0.55 0.41
C -3.06 -1.91 0.82
C -1.65 -2.45 0.47
O -1.74 -3.13 -0.76
C -0.60 -1.33 0.39
O 0.64 -1.97 0.19
C 1.76 -1.18 0.08
C 2.97 -1.86 -0.09
C 4.15 -1.18 -0.21
C 4.16 0.21 -0.17
N 5.33 0.97 -0.29
C 6.62 0.55 -0.44
C 7.59 1.71 -0.53
O 6.97 -0.61 -0.50
C 2.96 0.89 -0.01
C 1.76 0.20 0.11
H -3.92 2.50 2.99
H -2.17 2.46 2.87
H -2.96 1.88 4.35
H -2.23 -0.04 2.94
H -3.99 0.00 3.09
H -3.76 3.12 -1.90
H -3.90 1.94 -4.07
H -3.74 -0.49 -4.20
H -3.42 -1.86 -2.15
H -3.22 -1.98 1.89
H -3.78 -2.56 0.30
H -1.34 -3.15 1.25
H -0.84 -3.32 -1.05
H -0.83 -0.67 -0.46
H -0.60 -0.75 1.32
H 2.95 -2.94 -0.11
H 5.08 -1.71 -0.33
H 5.18 1.97 -0.26
H 7.35 2.34 -1.39
H 8.60 1.32 -0.65
H 7.55 2.31 0.37
H 2.95 1.97 0.02
H 0.85 0.77 0.24
```

As for the structure (SMILES): CCc1nc2ccccc2n1C[C@@H](O)COc1ccc(NC(C)=O)cc1. Its orbital gap is 0.322 Eh. The HOMO energy comes out at -8.15 eV.

---

B:
Formula: C20H23N3O3
Source: the Open Molecules 2025 dataset
Level of theory: ωB97M-V/def2-TZVPD

Structure (XYZ):
```
49
Properties=species:S:1:pos:R:3
C 0.70 3.37 -2.81
C 1.09 1.97 -2.44
N 1.72 1.32 -3.33
N 2.23 0.06 -3.11
C 2.89 -0.38 -2.00
O 3.00 0.29 -0.98
C 3.46 -1.72 -2.15
C 3.33 -2.64 -3.23
C 4.02 -3.75 -2.87
O 4.58 -3.59 -1.66
C 4.24 -2.36 -1.21
C 4.73 -1.93 0.12
C 0.65 1.49 -1.11
C 0.84 2.25 0.04
C 0.41 1.79 1.26
C -0.26 0.57 1.37
N -0.65 0.13 2.64
C -1.82 -0.41 3.11
O -1.89 -0.71 4.28
C -2.98 -0.54 2.13
C -3.32 0.82 1.48
C -4.84 0.92 1.55
C -5.18 0.23 2.86
C -4.26 -0.99 2.85
C -0.44 -0.20 0.22
C 0.00 0.26 -1.00
H -0.36 3.53 -2.61
H 0.91 3.54 -3.86
H 1.27 4.08 -2.22
H 2.43 -0.40 -3.99
H 2.78 -2.52 -4.14
H 4.20 -4.68 -3.37
H 4.41 -2.63 0.88
H 4.33 -0.94 0.33
H 5.82 -1.89 0.13
H 1.36 3.19 -0.02
H 0.58 2.37 2.15
H 0.00 0.35 3.39
H -2.70 -1.27 1.38
H -2.94 0.89 0.46
H -2.88 1.64 2.06
H -5.19 1.95 1.50
H -5.29 0.37 0.72
H -6.23 -0.04 2.95
H -4.92 0.88 3.70
H -4.73 -1.81 2.30
H -4.03 -1.34 3.86
H -0.91 -1.17 0.29
H -0.15 -0.34 -1.88
```

As for the structure (SMILES): C/C(=N/NC(=O)c1ccoc1C)c1ccc(NC(=O)C2CCCC2)cc1. Its orbital gap is 0.331 Eh. The HOMO energy comes out at -8.41 eV.

---

A is favored, and the nearest alternative lies 31.3 kcal/mol above it.